{
  "formula": "C42H38Cl3InN6S2",
  "method": "the ωB97M-V functional and the def2-TZVPD basis",
  "elements": ["In", "S", "C", "C", "C", "C", "C", "C", "N", "C", "C", "C", "C", "C", "C", "C", "C", "N", "C", "C", "C", "C", "C", "S", "C", "H", "H", "H", "H", "H", "H", "H", "H", "H", "H", "H", "H", "N", "C", "N", "C", "C", "C", "C", "C", "C", "H", "H", "H", "H", "H", "H", "C", "C", "C", "C", "C", "C", "C", "C", "N", "C", "C", "C", "C", "H", "H", "H", "H", "H", "H", "H", "H", "H", "H", "H", "H", "H", "H", "H", "H", "H", "H", "C", "H", "H", "Cl", "C", "Cl", "Cl", "C", "N"],
  "xyz": [[-2.210007, -0.702202, -2.060036], [-4.469606, 5.424113, 1.382582], [-5.081835, 6.526253, 0.179374], [-5.376825, 5.853184, -0.997142], [-4.950796, 4.527355, -0.954020], [-4.436474, 4.108750, 0.244865], [-3.848201, 2.786248, 0.587237], [-3.300871, 1.919877, -0.403635], [-2.745145, 0.735314, -0.141366], [-2.915431, 0.251864, 1.077172], [-3.338968, 1.061411, 2.166363], [-3.274247, 0.546340, 3.539556], [-2.945424, -0.750617, 3.721198], [-2.637597, -1.608609, 2.638753], [-2.294342, -2.950039, 2.811131], [-2.066714, -3.814682, 1.787643], [-1.916811, -3.263106, 0.496373], [-2.207965, -1.982698, 0.284836], [-2.602506, -1.136877, 1.321107], [-1.900916, -5.279500, 1.927390], [-2.866673, -5.999798, 2.586534], [-2.666962, -7.419750, 2.552250], [-1.739080, -7.756378, 1.590305], [-0.932789, -6.334404, 0.985648], [-3.800131, 2.350082, 1.846823], [-5.333010, 7.543481, 0.376460], [-5.687406, 6.436737, -1.905158], [-5.066919, 3.816724, -1.740711], [-3.129545, 2.276220, -1.369379], [-3.543283, 1.248286, 4.348028], [-2.964664, -1.162331, 4.735873], [-2.151684, -3.262686, 3.839555], [-1.712566, -3.967322, -0.306641], [-3.743499, -5.611327, 3.116939], [-3.260028, -8.185149, 3.034299], [-1.374755, -8.702536, 1.286201], [-4.141534, 3.002717, 2.692019], [3.782216, -1.297987, -0.898324], [3.304891, -2.327999, -1.658558], [4.099935, -3.331619, -1.855202], [5.139527, -3.073076, -0.986944], [6.275901, -3.864523, -0.672151], [7.099391, -3.315305, 0.283751], [6.958099, -2.030659, 0.873328], [5.905901, -1.229804, 0.505986], [5.022593, -1.768403, -0.440182], [3.156926, -0.576661, -0.552819], [2.392870, -2.029932, -2.191588], [6.514541, -4.790227, -1.237064], [7.877835, -3.983020, 0.570190], [7.581689, -1.808472, 1.686831], [5.851592, -0.312178, 0.981879], [1.034963, 0.007875, 1.471789], [1.367832, 0.929269, 0.239175], [2.542916, 1.542787, 0.001239], [2.779172, 2.337796, -1.166716], [4.132664, 2.753850, -1.460036], [1.749007, 2.649155, -2.019534], [0.359073, 2.305270, -1.636918], [0.260643, 1.051282, -0.763331], [-0.725678, 2.821814, -1.826726], [-0.850035, 3.905134, -2.975111], [-0.186156, 5.223872, -2.498326], [-2.373081, 4.184886, -2.986433], [-0.302614, 3.427448, -4.292160], [0.006313, -0.397195, 1.229696], [1.088521, 0.593011, 2.424746], [1.693867, -0.806867, 1.496123], [3.248968, 1.296850, 0.785139], [4.887207, 1.994900, -1.113751], [4.499642, 3.625449, -0.922024], [4.345599, 2.883339, -2.451267], [2.065320, 3.114406, -2.881246], [-0.588379, 1.150932, -0.035291], [-0.251004, 5.223177, -1.377189], [-0.587334, 6.206752, -2.846621], [0.840215, 5.216207, -2.794352], [-2.421626, 4.692877, -2.006276], [-2.795696, 3.227141, -2.931544], [-2.680223, 4.824294, -3.788219], [0.704824, 3.030157, -4.134772], [-0.191545, 4.274525, -4.965853], [-0.960569, 2.668249, -4.766214], [0.023983, -0.199080, -1.655041], [0.499442, -1.005990, -1.062825], [0.576074, -0.118472, -2.602474], [2.165624, -4.440563, 0.655931], [2.296291, -4.552693, 2.405841], [0.957889, -3.772208, 3.063856], [3.767540, -3.627238, 2.814249], [2.353130, -5.964600, 2.700258], [2.338527, -7.062868, 2.984650]],
  "forces_ev_per_angstrom": [[0.268, -0.161, -0.280], [0.045, 0.456, -0.800], [-0.575, -1.697, -0.458], [0.670, 2.364, -0.007], [-0.010, -1.311, 0.360], [0.161, 0.283, 0.026], [-0.450, 0.527, -2.214], [0.829, -0.177, 1.462], [-1.941, 1.267, -0.997], [0.188, -0.598, 1.566], [0.292, -0.488, 0.219], [-0.419, 0.627, -1.223], [-0.306, 0.504, 1.389], [0.339, -0.192, -1.204], [-0.054, -0.303, 1.508], [1.320, -0.646, -1.171], [-1.503, 1.333, 0.851], [0.095, 0.642, 0.103], [0.806, -1.307, -0.575], [-1.798, 0.158, 0.377], [0.027, -0.950, 1.326], [0.261, -0.015, -1.883], [0.104, 1.736, 1.002], [0.026, -0.493, 0.072], [-0.105, -0.182, 3.294], [0.101, 0.400, 0.367], [0.072, -0.998, 1.027], [0.005, -0.186, -0.625], [-0.062, 0.430, -1.291], [0.192, -0.655, -0.393], [0.165, 0.046, -0.371], [-0.351, -0.405, 0.041], [0.167, 0.631, -0.354], [0.650, 0.319, -0.164], [-0.102, 0.269, 0.142], [0.192, -0.710, -0.135], [0.281, -0.637, -0.837], [0.853, -1.428, 0.160], [-1.072, 1.842, -1.491], [-0.495, -0.230, 0.640], [1.375, 0.399, -0.241], [-0.888, 0.954, -0.714], [0.229, -0.328, -0.093], [-0.948, -1.930, -1.110], [0.386, -1.795, -0.818], [-0.899, 0.161, 0.881], [0.470, 0.212, 0.003], [0.138, -1.003, 0.091], [-0.368, 0.615, 0.806], [0.889, 0.025, 0.492], [0.903, 0.642, 0.764], [-0.693, 1.830, 0.551], [-1.312, 2.094, -1.508], [-0.039, -0.789, -0.221], [-0.975, -1.223, 1.941], [-2.207, -0.030, -0.895], [2.567, -0.914, 2.484], [0.650, -1.362, 2.423], [3.518, -2.783, 1.887], [-0.409, 0.622, 1.267], [-3.580, 3.491, -3.630], [-0.722, 0.577, 1.578], [-0.174, -0.079, 1.025], [2.520, 0.670, 1.430], [0.070, -0.561, -0.199], [1.046, 0.424, 0.832], [-0.266, -0.609, -0.769], [1.087, -1.232, 0.284], [0.881, 0.691, -0.238], [-0.761, 0.247, -0.273], [-0.459, 0.413, 0.134], [0.227, 0.545, -2.717], [0.119, 1.298, -1.738], [0.231, 0.361, -1.169], [0.200, 0.187, -0.929], [-0.227, -1.030, -0.080], [0.932, 0.084, 0.082], [-1.024, -0.162, -0.486], [-1.303, -1.005, -0.361], [-0.321, 0.202, -0.473], [-0.394, -0.163, -0.424], [-0.176, 0.085, -0.175], [0.492, 0.339, 0.297], [0.419, -0.120, 0.883], [-0.282, -0.295, -0.482], [0.011, 0.062, 0.158], [-0.001, -0.093, -1.143], [1.450, 0.485, -1.468], [-1.709, 0.697, 1.367], [0.242, -0.487, 0.423], [0.174, 1.043, 0.533], [0.046, -1.530, 0.278]],
  "relative_energy_kcal_mol": 64.7,
  "orbital_gap_ev": 5.45,
  "energy_ha": -4318.7228,
  "largest_force_ev_per_a": 6.2
}


{
  "formula": "C42H38Cl60O2Si",
  "method": "the ωB97M-V functional and the def2-TZVPD basis",
  "elements": ["C", "Si", "C", "C", "C", "C", "C", "C", "C", "C", "C", "C", "C", "C", "C", "C", "C", "C", "C", "C", "C", "O", "C", "O", "C", "C", "C", "C", "C", "C", "H", "H", "H", "H", "H", "H", "H", "H", "H", "H", "H", "H", "H", "H", "H", "H", "H", "H", "H", "H", "H", "H", "H", "H", "H", "H", "H", "H", "H", "H", "H", "H", "H", "H", "H", "H", "H", "H", "C", "Cl", "Cl", "Cl", "Cl", "C", "Cl", "Cl", "Cl", "Cl", "C", "Cl", "Cl", "Cl", "Cl", "C", "Cl", "Cl", "Cl", "Cl", "C", "Cl", "Cl", "Cl", "Cl", "C", "Cl", "Cl", "Cl", "Cl", "C", "Cl", "Cl", "Cl", "Cl", "C", "Cl", "Cl", "Cl", "Cl", "C", "Cl", "Cl", "Cl", "Cl", "C", "Cl", "Cl", "Cl", "Cl", "C", "Cl", "Cl", "Cl", "Cl", "C", "Cl", "Cl", "Cl", "Cl", "C", "Cl", "Cl", "Cl", "Cl", "C", "Cl", "Cl", "Cl", "Cl", "C", "Cl", "Cl", "Cl", "Cl"],
  "xyz": [[2.686393, 2.525194, 1.118113], [2.436446, 0.814694, 0.260133], [1.171191, -0.289198, 1.182585], [1.991115, 1.186272, -1.556355], [0.472622, 0.971244, -1.935861], [-0.567454, 1.706451, -1.009954], [-0.278572, 3.243411, -0.757920], [-1.043069, 3.629904, 0.590369], [-2.601710, 3.414638, 0.509919], [-3.193940, 2.862527, 1.881246], [-4.707047, 2.412652, 1.752157], [-4.754783, 0.841192, 1.847956], [-6.068414, 0.066111, 1.468750], [-5.662000, -1.349618, 2.061163], [-5.508476, -2.590927, 1.103535], [-5.061600, -2.245548, -0.346885], [-5.914151, -2.686949, -1.462804], [-5.551323, -2.437598, -2.852570], [-4.309291, -1.730176, -3.217999], [-3.454845, -1.267170, -2.111597], [-3.831382, -1.540064, -0.714528], [-4.493269, -1.224348, 2.903488], [-4.416276, 0.146521, 3.228059], [-4.121098, 0.611484, 4.282882], [4.143946, -0.065723, 0.441697], [5.357075, 0.591060, 0.915614], [6.595960, -0.219984, 1.049140], [6.585636, -1.633358, 0.723490], [5.370685, -2.296947, 0.217428], [4.146024, -1.507908, 0.085379], [1.720247, 2.933561, 1.508097], [3.119185, 3.264115, 0.381776], [3.465041, 2.383284, 1.917982], [0.600791, -0.911281, 0.444081], [0.519740, 0.393537, 1.794602], [1.742063, -0.971345, 1.884913], [2.321149, 2.202432, -1.911367], [2.583185, 0.449422, -2.185320], [0.166850, -0.107227, -2.024659], [0.338468, 1.404745, -2.974463], [-0.740857, 1.224050, -0.013359], [-1.560265, 1.659275, -1.550709], [0.799699, 3.510397, -0.673246], [-0.784234, 3.856054, -1.562983], [-0.868249, 4.688984, 0.902276], [-0.658379, 2.936711, 1.397787], [-3.122643, 4.389356, 0.318651], [-2.939204, 2.697350, -0.282305], [-3.149682, 3.706642, 2.623159], [-2.563573, 2.021799, 2.289554], [-5.286201, 2.812029, 2.636952], [-5.193947, 2.716828, 0.792023], [-3.937958, 0.519686, 1.146238], [-6.448521, 0.118669, 0.419507], [-6.891967, 0.385093, 2.174662], [-6.546144, -1.645020, 2.710997], [-6.477920, -3.158179, 1.042046], [-4.747355, -3.291081, 1.558766], [-6.860433, -3.236982, -1.244033], [-6.198250, -2.808359, -3.689438], [-4.062060, -1.567787, -4.291875], [-2.524407, -0.702200, -2.377958], [-3.123826, -1.183163, 0.069659], [5.325643, 1.672533, 1.171542], [7.522228, 0.265661, 1.439273], [7.495960, -2.266418, 0.839287], [5.316960, -3.383443, -0.031497], [3.202210, -1.983165, -0.283390], [2.136503, 6.515457, -0.791833], [1.919145, 5.323228, -2.089723], [2.522403, 8.094765, -1.501195], [0.644686, 6.641839, 0.150989], [3.460432, 6.008735, 0.268366], [1.894627, -4.058722, 3.437117], [1.796607, -5.641408, 2.642513], [2.919360, -4.184174, 4.876552], [2.590769, -2.875359, 2.313800], [0.268396, -3.535490, 3.913799], [4.634889, 8.415184, 3.630193], [3.500853, 8.756186, 4.948439], [5.207028, 6.741916, 3.761764], [3.816614, 8.637374, 2.075936], [6.018625, 9.522339, 3.732880], [-3.176685, -5.721830, -1.684998], [-3.698684, -7.333460, -2.216114], [-1.425046, -5.561060, -1.924231], [-4.020312, -4.480380, -2.633345], [-3.558499, -5.514173, 0.034877], [6.278648, -1.790319, -3.712645], [7.910232, -2.485652, -3.660256], [5.595805, -1.752594, -2.062125], [6.358152, -0.136487, -4.358859], [5.246893, -2.784006, -4.761230], [3.484024, 4.056298, -5.913970], [3.895320, 5.770574, -6.093985], [4.806971, 3.213541, -5.088600], [2.000484, 3.903450, -4.955154], [3.230101, 3.336989, -7.513281], [-2.514875, -10.237153, -5.280832], [-3.693690, -9.990025, -3.980839], [-1.912407, -11.903010, -5.223613], [-3.291919, -9.942630, -6.846444], [-1.162324, -9.111027, -5.070855], [-10.216347, -0.597396, 3.621384], [-11.682156, 0.015165, 2.836713], [-9.276829, 0.761184, 4.264677], [-10.664524, -1.686261, 4.944902], [-9.236857, -1.481009, 2.435517], [-2.732919, 8.906599, 1.820088], [-3.861265, 9.245713, 3.143502], [-2.163128, 7.232092, 1.944729], [-3.555826, 9.135520, 0.267181], [-1.349049, 10.008616, 1.924517], [-3.288685, -3.581808, -6.916673], [-2.896899, -1.855162, -7.028745], [-1.984838, -4.429685, -6.066575], [-4.805086, -3.786461, -6.021287], [-3.470155, -4.253143, -8.547183], [1.583266, -6.900046, 8.055347], [1.104585, -6.399973, 6.424913], [1.866435, -5.461740, 9.054520], [0.292980, -7.877089, 8.778831], [3.071152, -7.858594, 7.967870], [4.594019, 12.355275, 7.196014], [3.119310, 12.979178, 6.435284], [5.571825, 13.710533, 7.789475], [4.157920, 11.301977, 8.553759], [5.523942, 11.428322, 6.005749], [6.330063, -7.726463, 10.856194], [6.126666, -9.265587, 11.712012], [4.740165, -7.083843, 10.410694], [7.164229, -6.570010, 11.910380], [7.291521, -7.988653, 9.389615], [-5.569556, -4.255052, -12.111540], [-5.176547, -2.530503, -12.220444], [-4.264709, -5.104613, -11.263002], [-7.085716, -4.460878, -11.217506], [-5.748038, -4.925663, -13.741921], [11.166578, -0.766088, -5.811225], [11.093515, -2.329630, -6.644066], [12.233533, -0.897684, -4.400922], [11.801426, 0.464409, -6.919315], [9.541149, -0.304865, -5.280485]],
  "forces_ev_per_angstrom": [[0.367, -0.156, -0.217], [0.616, 0.941, 0.567], [0.496, 0.156, 0.167], [-0.210, -1.079, -0.999], [-0.341, 0.733, -0.292], [-0.221, 0.554, -0.702], [-1.577, 0.037, 0.823], [-0.139, -0.611, -0.250], [-0.489, -0.366, 0.866], [-0.245, 0.937, -0.366], [0.106, -1.007, 1.401], [-0.090, 0.629, -0.708], [0.657, -0.028, 1.668], [-2.033, -1.691, -0.432], [0.878, 0.380, -0.621], [-0.026, -0.069, -2.524], [1.351, 1.483, -0.185], [0.986, 1.455, 0.735], [-1.147, -0.153, 2.851], [-1.980, -1.019, -0.085], [-0.530, -0.293, -1.487], [-0.756, 1.371, 0.629], [0.152, 0.163, -2.053], [-0.019, -0.537, -0.441], [1.108, -1.182, -0.198], [0.123, -2.869, -0.724], [-1.898, -0.556, -0.466], [-1.609, 0.599, 0.019], [-0.865, 2.027, 2.006], [2.036, 1.096, 1.343], [0.938, -0.232, -0.092], [-0.519, -0.790, 0.699], [-1.045, 0.361, -0.396], [0.212, 0.513, 0.852], [0.306, -0.840, -0.658], [-1.115, 1.363, -0.992], [-0.235, -0.886, 0.616], [-0.519, 0.784, 0.545], [0.551, 0.849, 0.236], [0.066, -0.503, 0.987], [0.440, 0.113, -0.861], [0.968, -0.105, 0.637], [-0.944, -0.413, -0.101], [0.926, -0.581, 0.548], [0.071, -1.002, -0.238], [-0.243, 0.846, -0.678], [0.456, -0.784, -0.053], [0.569, 0.618, 0.452], [0.138, -0.857, -0.523], [-0.612, 0.789, -0.456], [0.420, -0.186, -1.106], [0.494, -0.067, 0.805], [-0.685, -0.079, 0.631], [0.721, -0.246, 0.820], [0.721, 0.134, -1.018], [1.322, 0.286, -0.310], [0.882, 0.661, 0.079], [-0.799, 0.753, -0.343], [0.934, 0.500, -0.198], [0.544, 0.397, 1.056], [-0.129, -0.092, 1.138], [-0.933, -0.657, 0.577], [-0.705, -0.438, -0.609], [0.233, -1.032, -0.223], [-0.881, -0.572, -0.451], [-0.771, 0.794, -0.083], [0.357, 1.094, 0.422], [1.016, 0.446, 0.311], [0.024, -0.090, -0.017], [0.311, 0.492, 0.095], [-0.032, -0.129, 0.066], [0.228, 0.178, -0.128], [-0.140, -0.141, -0.314], [0.017, 0.029, 0.053], [-0.005, 0.140, 0.077], [0.057, 0.217, -0.298], [0.292, -1.066, 0.486], [0.148, -0.054, -0.051], [-0.118, 0.051, 0.013], [0.106, -0.085, -0.154], [-0.046, 0.158, -0.026], [0.145, 0.247, 0.344], [-0.005, -0.383, -0.339], [-0.078, -0.099, -0.329], [0.156, 0.269, 0.133], [-0.124, -0.024, 0.056], [1.122, -1.546, 0.490], [0.054, -0.008, -0.148], [-0.070, -0.023, -0.075], [-0.408, -0.164, 0.188], [0.619, 0.228, -2.509], [-0.038, -0.100, 0.016], [0.114, 0.113, 0.060], [0.094, 0.005, -0.024], [-0.058, -0.183, 0.041], [-0.160, 0.091, -0.054], [0.051, -0.115, -0.217], [0.017, 0.074, 0.186], [0.036, 0.029, -0.017], [0.066, -0.239, -0.225], [-0.068, 0.178, -0.003], [0.077, -0.025, 0.168], [-0.153, -0.100, -0.007], [-0.064, 0.038, 0.074], [0.173, -0.070, 0.073], [-0.067, -0.150, -0.080], [0.065, 0.119, -0.159], [-0.172, 0.043, 0.058], [0.000, 0.089, -0.018], [0.127, -0.055, -0.145], [-0.096, 0.072, 0.037], [0.094, -0.039, 0.159], [-0.133, -0.141, -0.016], [0.142, -0.127, 0.010], [-0.048, -0.148, 0.012], [-0.157, 0.103, -0.038], [0.109, -0.030, -0.227], [0.001, 0.307, 0.558], [-0.065, -0.097, -0.134], [-0.100, -0.222, 0.324], [-0.009, -0.119, -0.082], [0.141, 0.105, -0.043], [-0.475, 0.018, -0.376], [0.103, 0.036, 0.010], [0.145, -0.076, 0.069], [-0.112, -0.121, -0.042], [0.035, 0.096, -0.143], [-0.247, 0.351, 0.425], [-0.053, 0.074, 0.087], [0.024, 0.151, -0.092], [0.518, -0.009, 0.408], [-0.055, -0.124, -0.104], [-0.100, 0.024, 0.132], [-0.061, 0.058, -0.020], [-0.029, -0.190, 0.029], [-0.179, -0.129, -0.517], [0.176, 0.017, -0.080], [0.030, 0.066, 0.185], [-0.063, 0.085, -0.005], [0.003, 0.145, 0.089], [-0.099, 0.004, -0.134], [-0.035, -0.131, 0.101], [0.448, 0.167, -0.269]],
  "orbital_gap_ev": 8.88,
  "energy_ha": -29674.3457,
  "largest_force_ev_per_a": 3.1
}